C55H88N3O9P2SSeSr | wB97M-V/def2-TZVPD

Geometry (Å):
Sr: -1.617 -0.428 -0.051
C: 6.346 -2.626 0.326
C: 5.682 -1.788 -0.778
C: 6.179 -0.348 -0.630
C: 6.122 -2.304 -2.157
C: 4.169 -1.883 -0.643
C: 3.340 -0.803 -0.386
C: 1.978 -0.968 -0.241
Se: 0.971 0.637 0.166
C: 1.045 0.336 2.058
C: 2.174 0.750 2.730
C: 2.305 0.522 4.094
C: 1.267 -0.178 4.705
C: 0.122 -0.622 4.056
C: -0.064 -0.310 2.672
O: -1.130 -0.542 1.997
C: -0.861 -1.471 4.877
C: -1.342 -0.700 6.118
C: -2.114 -1.910 4.114
C: -0.120 -2.748 5.317
C: 3.516 0.986 4.895
C: 4.581 1.644 4.011
C: 3.080 2.024 5.941
C: 4.173 -0.210 5.599
C: 1.302 -2.229 -0.354
O: 0.036 -2.311 -0.262
C: 2.182 -3.339 -0.632
C: 3.543 -3.120 -0.750
C: 1.744 -4.798 -0.831
C: 2.468 -5.701 0.183
C: 2.090 -5.253 -2.259
C: 0.250 -5.027 -0.628
H: 7.433 -2.533 0.280
H: 6.006 -2.279 1.301
H: 6.087 -3.679 0.235
H: 7.266 -0.323 -0.710
H: 5.759 0.289 -1.407
H: 5.896 0.053 0.342
H: 7.205 -2.221 -2.269
H: 5.844 -3.347 -2.297
H: 5.645 -1.720 -2.943
H: 3.727 0.203 -0.293
H: 2.947 1.245 2.158
H: 1.360 -0.391 5.765
H: -1.865 0.203 5.805
H: -2.034 -1.317 6.694
H: -0.521 -0.415 6.771
H: -2.713 -1.053 3.814
H: -1.857 -2.452 3.209
H: -2.715 -2.552 4.762
H: 0.759 -2.513 5.917
H: -0.778 -3.394 5.903
H: 0.211 -3.295 4.435
H: 4.186 2.534 3.523
H: 5.432 1.940 4.627
H: 4.934 0.953 3.247
H: 2.631 2.881 5.439
H: 2.344 1.606 6.625
H: 3.939 2.369 6.519
H: 4.506 -0.939 4.862
H: 5.037 0.118 6.181
H: 3.478 -0.708 6.272
H: 4.174 -3.980 -0.944
H: 3.548 -5.691 0.043
H: 2.251 -5.354 1.192
H: 2.123 -6.733 0.086
H: 3.156 -5.172 -2.466
H: 1.793 -6.295 -2.407
H: 1.554 -4.635 -2.980
H: -0.008 -4.800 0.403
H: -0.334 -4.385 -1.279
H: 0.002 -6.072 -0.836
C: 1.110 -1.586 -3.560
C: 0.819 -0.429 -4.490
C: 0.743 -0.885 -5.944
O: -0.400 0.258 -4.145
P: -1.695 -0.344 -3.472
O: -1.628 -0.885 -2.125
C: -2.751 1.124 -3.651
P: -1.889 2.451 -2.758
O: -1.458 2.124 -1.411
O: -0.655 3.039 -3.585
C: -0.756 3.753 -4.817
C: -0.094 5.114 -4.625
C: -0.073 2.955 -5.920
O: -3.026 3.594 -2.912
C: -2.914 4.798 -2.140
C: -3.511 4.581 -0.759
C: -3.642 5.897 -2.906
O: -2.194 -1.403 -4.575
C: -3.096 -2.481 -4.258
C: -4.374 -1.955 -3.623
C: -2.431 -3.539 -3.390
H: 2.062 -2.049 -3.812
H: 0.319 -2.332 -3.628
H: 1.166 -1.241 -2.532
H: 1.592 0.339 -4.378
H: -0.056 -1.616 -6.051
H: 1.688 -1.344 -6.229
H: 0.544 -0.046 -6.608
H: -3.681 0.959 -3.107
H: -2.959 1.357 -4.691
H: -1.816 3.896 -5.065
H: 0.932 4.976 -4.292
H: -0.622 5.694 -3.871
H: -0.097 5.667 -5.564
H: 0.973 2.794 -5.664
H: -0.128 3.492 -6.866
H: -0.552 1.986 -6.025
H: -1.853 5.057 -2.040
H: -4.542 4.247 -0.854
H: -3.483 5.504 -0.182
H: -2.941 3.813 -0.240
H: -4.665 5.583 -3.104
H: -3.151 6.116 -3.853
H: -3.663 6.804 -2.306
H: -3.325 -2.908 -5.244
H: -4.150 -1.517 -2.652
H: -5.078 -2.771 -3.472
H: -4.839 -1.205 -4.262
H: -2.152 -3.116 -2.430
H: -1.537 -3.923 -3.879
H: -3.120 -4.363 -3.221
S: -6.711 -0.582 -0.474
C: -6.288 1.063 -0.225
C: -4.973 1.223 0.091
C: -4.204 0.024 0.144
C: -5.009 -1.039 -0.122
C: -4.624 -2.425 -0.112
C: -5.517 -3.474 -0.385
C: -5.061 -4.776 -0.362
C: -3.729 -5.020 -0.051
C: -2.924 -3.924 0.234
N: -3.343 -2.674 0.193
H: -7.064 1.806 -0.321
H: -4.555 2.196 0.303
H: -6.554 -3.251 -0.594
H: -5.738 -5.594 -0.573
H: -3.330 -6.024 -0.021
H: -1.888 -4.038 0.510
C: -1.274 2.633 4.273
N: -0.877 3.834 3.571
C: -1.339 5.063 4.168
C: -0.451 3.725 2.273
O: -0.507 2.692 1.642
N: 0.018 4.917 1.705
C: 0.995 5.726 2.404
C: 0.201 4.885 0.269
H: -0.736 2.566 5.222
H: -1.034 1.768 3.660
H: -2.348 2.645 4.480
H: -0.722 5.347 5.027
H: -2.365 4.929 4.528
H: -1.336 5.872 3.444
H: 1.056 5.442 3.451
H: 0.737 6.788 2.338
H: 1.991 5.594 1.964
H: -0.412 4.088 -0.146
H: 1.242 4.684 -0.008
H: -0.101 5.850 -0.150

Calculated values
Total charge ... -1
Frontier orbital gap ... 5.8 eV
Total energy ... -176966.0457 eV
Energy relative to the best compared isomer or geometry (same formula, charge and spin) ... 2.239 eV


C56H112O14 | wB97M-V/def2-TZVPD

Geometry (Å):
C: 2.426 -0.961 5.458
C: 2.291 -0.845 6.971
C: 3.066 0.391 7.357
O: 3.329 1.067 6.129
C: 3.601 0.061 5.105
H: 1.614 -0.582 4.841
H: 2.656 -1.950 5.113
H: 2.768 -1.738 7.371
H: 1.240 -0.877 7.301
H: 3.984 0.140 7.905
H: 2.443 1.093 7.914
H: 4.602 -0.347 5.100
H: 3.411 0.484 4.087
C: 2.509 3.488 -3.133
C: 3.133 3.775 -1.771
C: 2.235 4.844 -1.238
O: 1.560 5.483 -2.345
C: 2.102 4.848 -3.580
H: 1.681 2.795 -3.095
H: 3.213 3.161 -3.853
H: 4.121 4.207 -1.887
H: 3.254 2.888 -1.169
H: 2.736 5.610 -0.667
H: 1.415 4.464 -0.579
H: 2.921 5.440 -3.979
H: 1.250 4.809 -4.274
C: 5.221 0.644 0.436
C: 4.374 1.225 1.591
C: 5.545 1.487 2.589
O: 6.367 0.390 2.481
C: 6.436 -0.052 1.126
H: 5.603 1.459 -0.182
H: 4.667 -0.105 -0.231
H: 3.728 0.429 2.075
H: 3.783 2.127 1.273
H: 5.232 1.539 3.601
H: 6.075 2.359 2.240
H: 6.404 -1.173 1.156
H: 7.395 0.216 0.565
C: -3.101 0.746 2.681
C: -2.276 -0.560 2.414
C: -1.221 -0.586 3.504
O: -1.714 0.237 4.569
C: -3.023 0.675 4.197
H: -4.152 0.610 2.363
H: -2.644 1.638 2.273
H: -1.834 -0.640 1.416
H: -2.965 -1.424 2.473
H: -0.270 -0.160 3.192
H: -1.046 -1.619 3.848
H: -3.329 1.600 4.672
H: -3.743 -0.081 4.560
C: -1.306 7.131 -1.256
C: -1.463 6.747 -2.751
C: -1.629 5.190 -2.727
O: -2.001 4.814 -1.379
C: -1.383 5.779 -0.552
H: -2.118 7.796 -0.939
H: -0.359 7.606 -1.074
H: -0.498 6.997 -3.184
H: -2.339 7.209 -3.148
H: -0.646 4.678 -2.990
H: -2.381 4.798 -3.411
H: -0.415 5.324 -0.286
H: -1.957 5.792 0.365
C: -6.463 3.327 -1.681
C: -5.601 3.706 -0.449
C: -4.419 2.759 -0.646
O: -4.161 2.724 -1.988
C: -5.294 3.206 -2.684
H: -7.183 4.076 -2.125
H: -6.954 2.352 -1.552
H: -6.072 3.534 0.517
H: -5.358 4.751 -0.701
H: -4.674 1.742 -0.275
H: -3.595 3.127 -0.020
H: -5.535 2.566 -3.531
H: -5.119 4.218 -2.996
C: 0.869 2.929 4.699
C: -0.332 3.184 3.788
C: 0.239 3.860 2.526
O: 1.637 3.330 2.490
C: 2.103 3.159 3.874
H: 0.828 1.953 5.174
H: 0.852 3.575 5.633
H: -1.082 3.787 4.300
H: -0.905 2.287 3.540
H: 0.193 4.902 2.648
H: -0.284 3.549 1.588
H: 2.743 3.982 4.109
H: 2.858 2.376 3.958
C: -0.827 -5.574 1.473
C: -0.759 -5.816 2.991
C: -0.013 -4.603 3.442
O: 0.609 -3.982 2.352
C: 0.482 -4.781 1.211
H: -1.720 -5.027 1.199
H: -0.831 -6.506 0.929
H: -0.232 -6.745 3.217
H: -1.762 -5.899 3.409
H: 0.725 -4.908 4.233
H: -0.734 -3.928 3.948
H: 1.317 -5.446 1.041
H: 0.360 -4.074 0.388
C: 3.981 -0.245 -3.188
C: 3.268 -0.537 -4.544
C: 3.943 -1.832 -5.026
O: 4.867 -2.165 -4.014
C: 5.252 -1.044 -3.319
H: 3.379 -0.616 -2.343
H: 4.153 0.853 -2.987
H: 3.547 0.229 -5.252
H: 2.206 -0.684 -4.390
H: 4.503 -1.613 -5.915
H: 3.305 -2.692 -5.163
H: 6.017 -0.518 -4.007
H: 5.826 -1.315 -2.399
C: 1.383 -0.646 -0.660
C: 1.059 0.317 -1.815
C: -0.232 0.978 -1.282
O: -0.219 0.889 0.135
C: 1.011 0.277 0.496
H: 2.425 -0.935 -0.673
H: 0.732 -1.485 -0.752
H: 0.796 -0.188 -2.785
H: 1.890 1.082 -1.959
H: -1.091 0.359 -1.653
H: -0.360 1.977 -1.690
H: 0.823 -0.257 1.428
H: 1.804 1.076 0.656
C: -5.641 -5.091 0.729
C: -5.904 -6.280 1.651
C: -4.607 -7.014 1.606
O: -4.160 -6.899 0.262
C: -4.659 -5.624 -0.265
H: -5.296 -4.252 1.296
H: -6.593 -4.761 0.334
H: -6.821 -6.861 1.320
H: -6.049 -5.947 2.716
H: -4.631 -8.049 1.813
H: -3.835 -6.513 2.182
H: -5.097 -5.934 -1.234
H: -3.797 -4.963 -0.499
C: -4.131 -1.758 -0.532
C: -4.716 -1.366 -1.899
C: -3.860 -2.236 -2.891
O: -2.615 -2.257 -2.303
C: -2.674 -2.060 -0.867
H: -4.567 -2.699 -0.127
H: -4.238 -0.932 0.227
H: -4.554 -0.326 -2.276
H: -5.775 -1.573 -2.049
H: -3.716 -1.746 -3.854
H: -4.250 -3.279 -3.086
H: -1.868 -1.356 -0.797
H: -2.366 -2.926 -0.235
C: 3.492 -3.571 -1.172
C: 3.938 -3.349 0.285
C: 5.158 -4.233 0.294
O: 4.707 -5.406 -0.337
C: 4.064 -4.993 -1.531
H: 3.843 -2.823 -1.837
H: 2.420 -3.615 -1.244
H: 3.184 -3.683 0.998
H: 4.207 -2.324 0.575
H: 5.591 -4.530 1.304
H: 5.993 -3.787 -0.245
H: 3.245 -5.704 -1.651
H: 4.736 -4.843 -2.391
C: -1.407 0.122 -4.597
C: -2.395 1.182 -4.670
C: -3.464 0.656 -5.628
O: -2.878 -0.411 -6.364
C: -1.519 -0.692 -5.877
H: -1.653 -0.578 -3.771
H: -0.367 0.555 -4.421
H: -2.006 2.107 -5.070
H: -2.830 1.552 -3.740
H: -3.739 1.426 -6.346
H: -4.313 0.281 -4.997
H: -0.852 -0.342 -6.608
H: -1.489 -1.827 -5.747

Calculated values
Frontier orbital gap ... 9.8 eV
Total energy ... -88544.1605 eV
Energy relative to the best compared isomer or geometry (same formula, charge and spin) ... 3.093 eV


The records above give, respectively, E_HOMO values of -3.7; -9.3 eV.